[1]
Entry from the OMol25 dataset: a molecular structure, C34H31FeN7O2S3Te in a non-equilibrium geometry (wB97M-V/def2-TZVPD).

Summary:
Total charge: 0
HOMO level (alpha / beta) in eV: -5.838 / -5.780
E_tot in eV: -124472.8903
HOMO-LUMO gap (alpha / beta) in eV: 4.2 / 4.0

CARTESIAN COORDINATES (ANGSTROEM)
Fe 1.12985 0.40744 0.65987
C -1.63998 0.96404 5.66853
C -0.30981 0.75281 6.01572
C 0.67387 0.62926 5.05033
C 0.33771 0.70527 3.68995
C -0.99636 0.92952 3.34925
C -1.97201 1.05846 4.32466
N 1.28446 0.58368 2.66128
N 2.52707 0.64262 3.13033
C 3.47753 0.53241 2.17929
C 4.83182 0.61452 2.56326
C 5.80385 0.53897 1.60376
C 5.43219 0.37677 0.26359
C 4.09519 0.28167 -0.04283
N 3.12657 0.34927 0.88243
H -2.39898 1.06568 6.43293
H -0.03254 0.68324 7.06038
H 1.70321 0.46098 5.32543
H -1.22757 1.05991 2.30446
H -2.99816 1.25460 4.03354
H 5.05667 0.73797 3.61269
H 6.84910 0.60388 1.87813
H 6.16605 0.31647 -0.52632
H 3.77441 0.13999 -1.06348
C -3.62333 -2.18787 -4.97993
C -2.31721 -1.82353 -4.32696
C -1.27783 -1.27495 -5.06846
C -0.06109 -0.96439 -4.47469
C 0.11508 -1.19695 -3.12131
C -0.90758 -1.75359 -2.36590
C -2.11307 -2.06120 -2.96799
S 1.64423 -0.80286 -2.31990
O 2.58246 -0.46337 -3.36136
O 1.95848 -1.92862 -1.47277
N 1.36667 0.44592 -1.34763
C 1.31035 1.73944 -1.86852
C 1.26720 2.13066 -3.19155
C 1.19218 3.48927 -3.55119
C 1.15760 4.48247 -2.61593
C 1.19503 4.13079 -1.24907
C 1.14925 5.08744 -0.20902
C 1.17104 4.68157 1.09011
C 1.23907 3.30440 1.37203
N 1.29289 2.39148 0.43365
C 1.26995 2.77399 -0.88211
H -3.78793 -1.60522 -5.88563
H -4.46279 -2.01802 -4.30508
H -3.63485 -3.24384 -5.25855
H -1.41586 -1.09540 -6.12819
H 0.75691 -0.56376 -5.05778
H -0.74381 -1.93493 -1.31331
H -2.91276 -2.49581 -2.37679
H 1.31277 1.39147 -3.97308
H 1.16438 3.74077 -4.60401
H 1.10110 5.52623 -2.89656
H 1.09719 6.13906 -0.46520
H 1.13637 5.38701 1.90807
H 1.26422 2.94979 2.39337
S -1.22753 0.71511 -0.14079
C -2.65720 0.15735 0.51447
N -3.87669 0.64048 0.21134
C -4.94994 -0.15380 0.79550
C -4.18700 -1.00585 1.82889
N -2.80769 -0.86922 1.37516
H -3.99215 1.25488 -0.57557
H -5.44566 -0.77241 0.04443
H -5.69357 0.48641 1.26673
H -4.49950 -2.04812 1.80940
H -4.31091 -0.62255 2.84373
H -2.01924 -1.16985 1.92763
Te 1.28896 -2.13433 1.38705
C 0.58693 -3.92843 0.62751
C -0.61464 -4.28825 0.07076
C -0.66978 -5.65540 -0.29301
C 0.49213 -6.31445 -0.00860
S 1.64138 -5.28179 0.70480
H -1.43275 -3.59729 -0.07020
H -1.52825 -6.12671 -0.74905
H 0.72265 -7.35267 -0.18615

=====

[2]
Entry from the OMol25 dataset: a molecular structure, C34H32AsIrN4O2S in a non-equilibrium geometry (wB97M-V/def2-TZVPD).

Summary:
Total charge: +3
HOMO level (alpha / beta) in eV: -16.364 / -16.363
E_tot in eV: -120319.4692
Multiplicity: 2
HOMO-LUMO gap (alpha / beta) in eV: 6.4 / 4.9

CARTESIAN COORDINATES (ANGSTROEM)
Ir 1.22994 0.38732 -0.55070
N -1.32847 3.54996 -1.46283
C -0.27845 2.80536 -1.20827
S 0.21508 1.51024 -2.23677
N 0.54689 3.16748 -0.19583
N 1.48922 2.26257 -0.00084
C 2.75481 2.68749 0.25598
C 3.12223 4.03554 0.53297
C 2.33928 4.86938 1.37119
C 2.74552 6.15405 1.62944
C 3.90162 6.65861 1.02546
C 4.67390 5.86130 0.17866
C 4.30877 4.55637 -0.04932
C 3.74477 1.62212 0.06155
C 5.03647 1.68001 0.54572
C 5.90213 0.61564 0.30179
C 5.43668 -0.47591 -0.40228
C 4.10750 -0.50576 -0.80487
N 3.27611 0.50996 -0.57567
H -1.94023 3.35317 -2.24145
H -1.48674 4.39692 -0.93296
H 1.45852 4.47441 1.85369
H 2.17508 6.77603 2.30547
H 4.20041 7.68158 1.21625
H 5.55338 6.26939 -0.30009
H 4.88690 3.95407 -0.73742
H 5.35856 2.53767 1.11835
H 6.92037 0.64570 0.66665
H 6.07616 -1.31831 -0.62582
H 3.70409 -1.35219 -1.33425
O -0.68545 -0.02723 -0.08518
As -2.09449 -0.97006 0.07877
C -3.19264 0.07947 1.22179
C -2.73482 1.31557 1.66331
C -3.53104 2.06715 2.51475
C -4.77038 1.58674 2.91535
C -5.21805 0.34662 2.47785
C -4.42742 -0.41643 1.63299
C -2.85075 -1.36319 -1.62816
C -4.14777 -1.86830 -1.68926
C -4.69326 -2.20220 -2.91981
C -3.94619 -2.04263 -4.07992
C -2.64796 -1.55454 -4.01505
C -2.09740 -1.21285 -2.78729
C -1.75831 -2.64594 0.91502
C -1.69503 -3.79825 0.13208
C -1.51171 -5.02965 0.74489
C -1.39211 -5.10417 2.12855
C -1.45919 -3.95316 2.90553
C -1.65187 -2.71779 2.30220
H -1.76216 1.67604 1.35395
H -3.18274 3.02575 2.87539
H -5.38773 2.17628 3.57961
H -6.17874 -0.03037 2.80107
H -4.77408 -1.39410 1.32341
H -4.73917 -2.00958 -0.79465
H -5.70239 -2.58771 -2.97224
H -4.37700 -2.30339 -5.03713
H -2.06729 -1.43822 -4.92107
H -1.08621 -0.84300 -2.73537
H -1.84007 -3.74303 -0.94102
H -1.48789 -5.93380 0.14928
H -1.27043 -6.06758 2.60630
H -1.38439 -4.02094 3.98256
H -1.72905 -1.82371 2.90977
C 1.70485 -3.69761 0.43236
C 1.29087 -2.90335 -0.75390
C 0.94208 -3.55273 -2.04706
O 1.28393 -1.66504 -0.66901
H 1.42899 -4.74232 0.34172
H 1.27933 -3.26179 1.33698
H 2.79668 -3.63811 0.51730
H 0.79135 -4.62313 -1.94608
H 1.76671 -3.38162 -2.74836
H 0.05983 -3.07624 -2.47604

=====

[3]
Entry from the OMol25 dataset: a molecular structure, C34H32Br6N6O8 in a non-equilibrium geometry (wB97M-V/def2-TZVPD).

Summary:
Total charge: 0
HOMO level in eV: -8.307
E_tot in eV: -481340.5374
HOMO-LUMO gap in eV: 7.5

CARTESIAN COORDINATES (ANGSTROEM)
N -22.12843 -11.78541 33.00979
C -20.87380 -12.29024 33.18118
C -20.27612 -12.37140 31.95444
C -21.22275 -11.89707 31.00429
C -22.36837 -11.58574 31.67604
H -22.84300 -11.77385 33.71176
H -20.49433 -12.52837 34.15945
H -19.26202 -12.67571 31.75413
H -21.08918 -11.88249 29.93637
H -23.32092 -11.22343 31.33509
N -19.21551 -18.42836 23.21012
C -19.69119 -18.55948 21.92113
C -19.55302 -17.35914 21.31670
C -18.96017 -16.45594 22.24115
C -18.78766 -17.15577 23.41123
H -19.10744 -19.17132 23.87281
H -20.11200 -19.50232 21.62578
H -19.92876 -17.14679 20.32833
H -18.83015 -15.39580 22.11342
H -18.34634 -16.89489 24.35977
C -19.49547 -16.35820 30.46222
Br -19.93951 -17.45888 31.95652
Br -19.55671 -17.35163 28.81476
Br -17.74733 -15.55719 30.64710
H -20.20744 -15.54938 30.37280
C -18.47772 -13.34068 26.73738
Br -19.55960 -13.50509 28.30996
Br -19.56942 -12.89140 25.21371
Br -17.51193 -14.98200 26.42178
H -17.72024 -12.57844 26.84643
C -17.00759 -8.83557 22.28370
C -16.04867 -8.75368 23.28852
C -16.33861 -9.16000 24.57639
C -17.58942 -9.63088 24.86858
C -18.55024 -9.74956 23.88500
C -18.23650 -9.41194 22.58373
N -17.93361 -10.11666 26.19459
O -17.07782 -10.71397 26.82516
O -19.07340 -9.98519 26.55195
H -16.78363 -8.52439 21.27374
H -15.08596 -8.30072 23.09072
H -15.61808 -8.99678 25.36936
H -19.52689 -10.14721 24.11771
H -18.96252 -9.63569 21.81131
C -16.57674 -11.39838 30.02142
C -15.52785 -10.82680 30.72256
C -14.37145 -11.54585 30.98323
C -14.31870 -12.87034 30.59953
C -15.35997 -13.46549 29.91895
C -16.51358 -12.73853 29.66947
N -13.10838 -13.65380 30.87465
O -12.90498 -14.63130 30.19992
O -12.38606 -13.26602 31.76503
H -17.47800 -10.80616 29.92398
H -15.58163 -9.80902 31.08442
H -13.58372 -11.06162 31.54190
H -15.27168 -14.50784 29.64204
H -17.31437 -13.22955 29.12855
C -14.77125 -13.42209 24.45240
C -15.57119 -12.28964 24.40180
C -16.43380 -12.12149 23.33617
C -16.44790 -13.06111 22.32085
C -15.68088 -14.20913 22.38053
C -14.87153 -14.42336 23.49048
N -17.33955 -12.88353 21.18752
O -18.07544 -11.92098 21.21472
O -17.29543 -13.69551 20.30139
H -14.05620 -13.57081 25.25532
H -15.55393 -11.57030 25.21022
H -17.10750 -11.27667 23.24722
H -15.66738 -14.91613 21.56156
H -14.29396 -15.33408 23.55046
C -22.14127 -17.81266 24.54581
C -22.95858 -18.52113 25.41481
C -23.17909 -18.05196 26.69573
C -22.55410 -16.89612 27.09548
C -21.67533 -16.21733 26.27946
C -21.46670 -16.67924 24.99391
N -22.71662 -16.43615 28.46374
O -23.12122 -17.21600 29.28187
O -22.41846 -15.27141 28.69716
H -22.00564 -18.13947 23.52234
H -23.47260 -19.40103 25.05093
H -23.85250 -18.57419 27.36127
H -21.12649 -15.36790 26.66247
H -20.76050 -16.19135 24.33346